# C2HCl3O2S

A single C2HCl3O2S molecule (ωB97M-V/def2-TZVPD, the OMol25 dataset).

Output
Relative energy (zero: lowest compared OMol25 entry of this formula, charge and spin) (kcal per mole): 112.34
2S+1: 1
LUMO energy (alpha / beta) (Ha): -0.0458 / -0.0458
SMILES: O=[S@@]1(C(Cl)(Cl)Cl)=CO1
HOMO level (alpha / beta) (eV): -9.291 / -9.291

The geometry in XYZ format:
```
9
Properties=species:S:1:pos:R:3:forces:R:3
O -0.588881 -1.356597 0.540446 1.59 0.08 -0.16
S -0.714484 0.001359 -0.254984 2.48 -2.08 -0.41
H -2.354754 -0.750691 1.035026 -0.02 1.30 0.61
O -1.033980 -0.297214 -1.605950 -1.09 0.53 -1.55
Cl 2.227452 -0.816313 -0.259176 0.52 -0.90 -0.19
C 1.196833 0.493273 -0.311584 -2.05 2.54 1.61
Cl 1.309354 1.525847 1.226448 0.32 -0.65 -1.08
C -1.351820 -0.326889 1.355484 -2.04 -0.53 0.98
Cl 1.310280 1.527224 -1.725709 0.30 -0.29 0.20
```
Positions in Å, forces in eV/Å.


# C26H38N4PtS

A molecular structure, C26H38N4PtS (ωB97M-V/def2-TZVPD, the OMol25 dataset).

Output
Total charge: +2
2S+1: 1
LUMO energy (Ha): -0.2578
HOMO level (eV): -13.981

The geometry in XYZ format:
```
70
Properties=species:S:1:pos:R:3:forces:R:3
C 1.497989 2.890766 -1.986759 0.11 -0.02 -0.12
N -1.844392 0.431047 1.783843 0.48 -0.24 -0.89
H -0.785579 -1.497806 3.658863 0.03 -0.02 0.00
C -0.243947 2.782352 0.330965 -0.38 0.96 0.31
H -0.965293 -4.329833 -3.599760 -0.02 0.03 0.01
H 0.011384 -4.097426 1.108605 -0.05 -0.06 0.06
C 1.965041 -2.733818 -1.630294 -0.23 0.34 0.10
H 2.830256 0.626119 -3.294579 -0.01 0.04 -0.04
C 2.047822 -4.039466 -2.098060 0.02 -0.01 0.05
C -1.476167 -1.749132 -3.014216 0.09 -0.05 0.00
H 1.203154 3.764763 -1.412695 -0.01 -0.03 0.01
C 1.121529 0.350158 -2.060221 0.49 -1.49 -0.19
C 2.047404 2.640745 1.391638 -0.05 0.13 -0.07
H -2.300546 -2.394504 -3.311641 0.03 0.01 -0.02
H 1.993491 1.561992 1.233515 0.05 -0.02 0.05
S -1.557955 -2.403288 0.609680 0.48 0.69 -0.12
C -1.083712 0.566932 3.054114 0.29 -0.27 0.20
H 2.464078 2.841043 2.376620 0.02 -0.02 0.00
C 0.886176 1.645996 -1.447823 -0.72 1.28 0.67
H 2.745846 3.045184 0.654701 0.06 -0.04 0.04
H -0.450523 1.449098 2.944181 -0.10 0.05 -0.02
C -1.511687 3.370070 0.171388 0.21 -0.30 -0.17
C -2.503200 2.811083 -0.817296 0.10 0.12 -0.01
C -2.829582 -1.888819 1.830397 0.07 0.02 -0.09
Pt -0.572733 -0.223507 0.138605 -0.12 0.30 0.94
H -2.543034 -2.275072 2.805114 0.02 -0.01 -0.02
H -2.413846 1.726527 -0.909417 -0.07 -0.01 -0.03
H -3.666449 -0.139120 2.722308 0.02 0.08 -0.03
C -0.870652 5.037347 1.791489 -0.04 0.04 0.03
C 3.137845 -2.098815 -0.929512 0.03 -0.02 -0.18
H 2.840140 -1.242597 -0.323640 0.08 -0.03 0.07
H -2.137607 1.373185 1.530212 0.03 0.02 0.00
N 0.711116 -0.673817 -1.378424 -1.76 0.97 -0.46
C 0.697237 3.288872 1.239429 0.01 -0.30 -0.24
H 3.657975 -2.821501 -0.302710 0.01 0.02 0.03
H -0.834544 -3.567631 2.556190 -0.03 -0.03 -0.02
H 1.645122 -2.452057 1.193300 -0.02 0.00 0.04
H 1.190309 3.035787 -3.024735 0.02 -0.03 -0.01
H -3.522528 3.066765 -0.533057 0.00 0.01 -0.01
H 2.587525 2.815387 -1.986385 0.00 -0.02 -0.01
N 0.632839 -0.971657 2.212244 0.32 -0.15 0.34
H 1.490254 -0.435616 2.223136 0.07 -0.06 0.05
C -0.157358 -3.881417 -3.036271 0.16 -0.06 0.00
H 0.427259 -0.377219 4.240912 -0.09 -0.03 0.07
H 1.072455 4.833538 2.668145 0.01 -0.02 0.00
C -0.277635 -2.566487 -2.613064 0.09 0.48 0.24
C 0.358326 4.421167 1.966696 -0.05 0.03 0.02
H 1.293268 0.808107 -4.128787 -0.01 0.04 0.02
C -1.798720 4.512966 0.905304 0.03 0.00 0.11
C -0.187159 -0.634209 3.374290 -0.13 0.17 -0.20
H 2.958538 -4.600810 -1.930856 -0.01 -0.02 0.03
H -2.326992 3.236420 -1.808220 -0.03 -0.05 -0.02
C 0.933147 -2.384463 2.014945 -0.04 0.09 0.07
H -1.819917 -1.096506 -2.213194 -0.04 0.06 0.06
H -2.754721 5.002140 0.768409 -0.02 -0.02 0.02
H -3.749749 -2.388180 1.531466 -0.01 -0.04 0.07
C 0.790195 -2.007272 -1.879146 0.49 -1.13 -0.35
H 1.072198 -5.635196 -3.131263 -0.01 0.01 -0.03
C -3.073981 -0.388994 1.836901 -0.22 -0.20 -0.01
H 1.875703 -0.810669 -3.692849 -0.03 0.02 0.01
N 0.068630 1.637717 -0.444114 0.34 -1.35 -0.29
H -3.658127 -0.128386 0.954326 0.00 0.07 0.03
C 0.994059 -4.613993 -2.783652 -0.07 -0.05 0.01
H 1.401151 -2.835268 2.897814 -0.02 -0.08 -0.04
H -1.108080 5.932359 2.350482 0.00 0.00 0.01
H 3.860155 -1.742093 -1.668574 0.03 0.03 0.05
C -0.304568 -3.219911 1.671259 0.02 0.00 -0.14
H -1.769592 0.732546 3.888740 -0.06 0.11 -0.08
H -1.225508 -1.116298 -3.870231 -0.05 0.02 0.00
C 1.816467 0.224677 -3.368779 0.21 0.08 0.04
```
Positions in Å, forces in eV/Å.


# C20H38IrN2O2PS4

A molecular structure, C20H38IrN2O2PS4 (ωB97M-V/def2-TZVPD, the OMol25 dataset).

Output
Total charge: +2
Relative energy (zero: lowest compared OMol25 entry of this formula, charge and spin) (kcal per mole): 33.47
2S+1: 1
LUMO energy (Ha): -0.1888
HOMO level (eV): -12.170

The geometry in XYZ format:
```
68
Properties=species:S:1:pos:R:3:forces:R:3
H -1.494571 -2.696664 -3.898951 0.04 -0.03 -0.05
O 0.110127 -0.879401 -2.267346 0.07 -0.03 -0.15
S 2.072368 0.921758 -0.949373 -0.01 -0.10 0.11
H -1.493669 2.485811 3.596559 0.05 0.01 0.04
C -1.591474 3.876319 0.291457 -0.05 0.09 -0.08
S -1.673987 2.314708 1.234878 -0.27 0.44 0.41
C -2.136889 -3.211653 5.171162 0.01 0.00 0.00
H 1.022759 -1.884192 0.022145 -0.01 -0.02 -0.01
C 3.330379 1.758563 0.097961 0.02 -0.09 0.08
H -1.874697 -0.526599 -2.889597 0.03 0.01 -0.03
H -0.445629 -4.524845 5.182083 0.00 0.00 0.00
H 3.614422 -2.706689 -2.936786 0.00 0.02 0.00
C -1.665365 -2.069540 0.302774 -0.02 0.01 0.03
H 3.622315 2.686379 -0.394685 -0.07 0.00 -0.03
H -2.634566 -1.630210 0.537431 0.00 0.01 0.00
Ir -0.201490 1.012444 0.155137 0.14 0.13 -0.61
C -2.803788 -2.211923 4.474350 0.00 -0.01 0.00
H -2.827907 3.164970 -1.326964 -0.01 0.03 0.02
H 0.807917 3.847126 -2.972690 -0.04 -0.04 -0.03
C -0.972433 -3.745614 4.647632 -0.01 0.00 0.01
C 1.882912 2.092414 -2.338981 -0.03 -0.01 -0.07
H 1.125400 3.809333 -1.219298 0.00 -0.02 -0.01
H 0.956475 3.201595 3.840031 -0.10 0.07 0.01
C 1.610777 -2.657106 -3.625377 -0.01 -0.03 0.00
H 1.847370 -3.053681 -4.610617 -0.05 -0.03 0.01
H -2.837192 -0.978971 2.733402 0.00 0.01 -0.01
C -0.470849 -3.286930 3.434303 -0.01 0.00 -0.03
S 1.470176 3.129537 1.479871 0.56 0.70 0.46
C 0.874832 3.206704 -2.093055 0.10 -0.01 0.07
N -2.082753 -0.683629 -3.892703 -0.06 0.00 0.04
C -1.840987 3.606357 -1.175335 -0.04 0.03 0.12
C -0.429126 -0.227912 1.513951 0.10 -0.56 0.32
H 3.688501 2.418755 2.122487 0.05 -0.01 -0.06
H -1.886539 0.197396 -4.375995 -0.01 -0.02 0.00
H 1.563204 1.473132 -3.179939 0.03 0.02 -0.01
C -2.302181 -1.759046 3.266612 0.02 0.00 0.00
H 2.555213 1.057322 1.968612 -0.04 0.08 0.09
N 2.866638 -2.027142 -3.083756 0.07 0.02 0.03
H -2.525613 -3.570268 6.114285 0.00 0.00 0.01
O 1.116317 -0.230375 -4.584343 0.05 0.00 0.03
H 2.867955 2.491436 -2.578884 0.00 0.02 0.06
H 2.673926 -1.534957 -2.197385 -0.01 -0.03 -0.04
C 0.723101 -2.337215 0.970039 0.00 0.01 -0.02
C -1.128610 -2.289033 2.726509 0.01 0.01 0.02
S -0.700369 2.355921 -1.812887 -0.14 -0.16 -0.20
H -0.510495 0.056446 2.573129 -0.20 0.03 -0.06
H 0.633628 -3.416133 0.831855 -0.01 -0.01 0.01
C -0.924198 2.954040 2.794455 0.06 -0.17 0.08
H -1.208425 -1.846154 -5.449196 0.01 0.04 -0.01
H -2.348579 4.554565 0.688842 -0.03 -0.08 0.06
P 0.465343 -1.215335 -3.684234 -0.08 -0.04 -0.01
H -3.067372 -0.917522 -4.025060 0.02 0.01 0.01
H -1.792641 -3.152854 0.247258 0.01 0.00 0.00
H 0.440153 -3.726710 3.052230 0.01 0.00 0.00
H -1.320196 -1.688927 -0.655808 0.02 0.02 -0.07
H 4.194776 1.095793 0.097369 0.04 0.05 0.01
C -0.629011 -1.738629 1.392623 0.08 0.02 0.04
C 0.567120 2.670221 2.973541 -0.34 -0.18 -0.25
H -1.802131 4.519685 -1.768192 0.12 -0.03 -0.03
H 3.182631 -1.311760 -3.749251 -0.02 0.01 0.00
H 1.298780 -3.450244 -2.950061 0.01 0.02 0.03
H -1.147011 4.020779 2.818893 -0.02 0.00 -0.05
H -0.610063 4.318972 0.454134 0.00 0.01 -0.06
H -3.717801 -1.790813 4.871689 0.00 0.01 0.00
H 0.695461 1.600694 3.130158 0.16 0.04 0.01
C -1.156833 -1.772841 -4.366323 -0.02 0.00 -0.01
C 2.872555 2.006899 1.531223 -0.18 -0.27 -0.29
H 1.501911 -2.154558 1.712001 0.01 0.02 0.00
```
Positions in Å, forces in eV/Å.


# C35H34FMnN9O3P

A molecular structure, C35H34FMnN9O3P (ωB97M-V/def2-TZVPD, the OMol25 dataset).

Output
Total charge: +1
Relative energy (zero: lowest compared OMol25 entry of this formula, charge and spin) (kcal per mole): 1.05
2S+1: 6
LUMO energy (alpha / beta) (Ha): -0.0765 / -0.0773
HOMO level (alpha / beta) (eV): -10.183 / -10.209

The geometry in XYZ format:
```
84
Properties=species:S:1:pos:R:3:forces:R:3
C -3.492255 -2.023367 5.036141 0.02 0.09 -0.02
H 5.298822 -1.728394 -4.471806 0.00 0.00 -0.01
C 0.622972 5.155831 2.026909 0.01 -0.05 0.01
N -2.262296 0.203666 2.463142 0.25 -0.01 -0.05
H -6.576420 0.436566 -1.342268 0.00 0.00 0.01
H -4.006623 -5.159218 0.963687 -0.01 0.01 0.00
N -2.910076 -0.963169 4.223107 0.08 -0.07 0.06
H -1.819724 5.252369 -0.314787 0.01 0.01 0.01
C 3.616665 -0.766988 0.200763 -0.07 -0.01 0.00
C -5.654103 0.155960 -0.864691 0.00 -0.06 0.04
C -6.771395 -1.458722 0.700742 0.06 0.05 -0.04
C 1.177953 -0.112165 -2.556414 0.10 0.08 -0.05
C 2.093115 -0.008292 -3.566430 0.02 0.02 -0.01
H -3.973540 1.212871 -1.827142 0.01 -0.01 0.01
C -0.918402 3.469862 0.383470 -0.01 -0.17 -0.02
H 2.556860 1.285825 3.647207 0.00 0.00 -0.01
H 4.980931 2.057894 -3.796817 0.01 -0.01 -0.01
C 4.540308 1.652616 -4.708737 0.01 0.04 0.01
C 6.289119 -0.338234 -3.164370 -0.01 -0.02 0.03
H -3.139889 -2.996095 4.701351 0.00 -0.01 -0.01
H -2.599968 2.942922 -0.603831 0.00 -0.03 0.00
N -2.193651 -4.126792 0.684555 0.02 -0.07 0.05
C 1.855934 1.784486 2.992297 -0.02 -0.04 -0.03
H 3.729794 -0.189164 -5.454141 0.01 0.00 -0.02
C 1.635192 -0.411113 -1.237892 -0.10 -0.13 -0.06
C 3.090780 -0.510804 -1.072683 -0.01 -0.01 0.00
C 0.039667 2.907005 1.273846 -0.07 -0.09 -0.04
C 4.968269 -0.843433 0.350505 0.07 0.00 0.01
C -0.268600 0.108543 -2.948950 -0.11 -0.22 0.15
H -6.879638 -1.238925 1.760570 0.01 0.00 0.01
C -4.311675 -0.906360 0.510226 -0.13 -0.01 0.04
C -4.362763 0.541673 -1.080172 0.06 -0.03 -0.02
C -0.701826 -3.028280 -0.481596 -0.07 0.00 0.08
N -3.542214 -0.120362 -0.214466 0.10 0.21 -0.20
F 5.492659 -1.079721 1.567367 -0.01 0.00 0.01
H -2.916793 -5.165054 2.366601 0.00 0.01 0.01
Mn -1.244551 0.194338 0.028501 -0.03 -0.17 0.24
H 6.193397 -0.477196 -5.325607 0.02 0.01 0.01
N -1.682151 2.560954 -0.409722 -0.08 0.26 0.14
C 1.019208 1.022458 2.153291 0.08 0.03 0.03
C -2.361975 -2.792344 0.872016 -0.09 0.09 -0.15
H -2.144208 0.328040 5.751906 0.00 -0.01 0.00
C 5.355670 -0.461973 -1.987078 0.00 0.00 -0.02
H -2.543610 -6.152282 0.949453 0.00 0.00 0.00
H -0.796708 -5.256371 -0.479855 0.00 0.00 0.00
H 3.607545 2.185663 -4.894371 0.00 -0.01 0.01
N 0.154140 1.550445 1.325061 -0.02 0.05 -0.10
H 0.103577 -2.734376 -1.128395 0.01 0.00 0.01
C -1.088278 4.823049 0.359495 0.01 0.14 0.05
H -3.177366 -1.877610 6.065540 -0.01 0.00 0.01
H -1.354969 1.801851 3.570590 0.01 -0.03 -0.01
H 7.136743 -1.009226 -3.024218 0.00 0.00 0.01
H -7.657253 -1.110450 0.177670 -0.01 -0.01 0.00
O -0.581943 -0.049116 -4.117241 0.02 0.11 -0.05
O 0.886464 -0.638806 -0.262835 0.05 0.21 0.08
H -6.679045 -2.533292 0.559851 0.01 -0.01 0.01
C -2.879482 -0.890373 2.865055 -0.22 0.05 -0.09
C 5.561002 -0.667787 -4.458740 0.00 -0.02 -0.01
C 0.816130 3.753080 2.089287 0.07 0.05 0.05
H 1.064645 -0.059358 2.168946 0.01 -0.02 -0.01
C -2.262448 0.145960 4.697846 -0.10 -0.04 -0.02
O -1.054549 0.481800 -1.999300 0.03 0.00 -0.26
C 3.957821 -0.358321 -2.161176 0.02 0.04 -0.14
H -0.477511 6.741862 1.143649 0.00 0.00 -0.01
H 1.226071 5.799815 2.654405 0.00 -0.01 0.00
N -5.615003 -0.765488 0.145460 -0.07 -0.01 -0.01
C -1.876901 0.859462 3.600483 0.02 -0.02 -0.06
H 5.218221 1.851975 -5.539212 -0.01 0.01 0.00
P -3.756350 -2.069308 1.786380 0.03 -0.13 0.17
H 2.947345 -0.913419 1.035556 0.00 0.01 -0.01
H 2.371734 3.767620 3.589039 0.00 0.00 -0.01
H 6.908108 -0.793324 -0.554804 -0.01 0.00 0.02
H -4.579126 -1.995444 4.987963 -0.01 -0.01 -0.01
H 6.700197 0.673615 -3.205449 -0.01 0.01 0.00
C -1.136699 -4.283436 -0.170898 -0.06 -0.02 0.01
H -1.242845 2.342342 -1.304513 0.01 -0.03 0.02
C 5.842295 -0.700504 -0.723224 0.03 0.00 0.00
N 3.418924 -0.118831 -3.420427 0.04 0.01 0.03
C -2.967255 -5.208734 1.280913 0.03 0.05 -0.06
C 4.290072 0.156183 -4.585000 -0.07 -0.05 0.06
C 1.752008 3.143422 2.956306 0.00 0.06 0.02
N -1.471251 -2.109360 0.174093 0.17 -0.03 0.14
H 1.731136 0.176285 -4.571066 -0.01 0.00 0.01
C -0.318169 5.673046 1.189074 -0.06 -0.04 -0.06
```
Positions in Å, forces in eV/Å.


# C5H7NO

A single C5H7NO molecule (ωB97M-V/def2-TZVPD, the OMol25 dataset).

Output
Relative energy (zero: lowest compared OMol25 entry of this formula, charge and spin) (kcal per mole): 96.13
2S+1: 1
LUMO energy (Ha): 0.0134
SMILES: O=C[C@H]1[C@H]2CCN21
HOMO level (eV): -9.144

The geometry in XYZ format:
```
14
Properties=species:S:1:pos:R:3:forces:R:3
H -2.405935 -0.576611 0.378385 0.41 0.54 -0.19
H -0.325239 -0.598868 -2.023992 0.50 -0.53 0.04
H 1.259439 1.106544 -1.700111 -1.29 0.55 0.68
C 0.773852 0.768339 -0.754010 -0.68 0.30 0.41
N -0.948073 0.736253 -0.496740 0.69 0.17 -0.18
C -1.388161 -0.245473 0.657294 0.17 0.10 -0.02
C 1.519805 1.220905 0.441116 -0.40 -0.20 0.33
C -0.137777 -0.366577 -0.978099 0.29 -0.59 -0.39
O 1.038545 1.276070 1.552185 0.55 -0.17 -0.23
H -1.428258 0.029962 1.722796 0.41 0.37 -0.59
H 2.553170 1.619741 0.247141 -0.48 -0.28 0.01
H -0.671660 -2.288113 -0.099807 -0.27 0.07 0.40
C -0.357483 -1.287190 0.195906 0.14 -0.17 -0.04
H 0.497369 -1.332894 0.873115 -0.02 -0.17 -0.23
```
Positions in Å, forces in eV/Å.


| no. | maximum force (eV/Å) | total energy (eV) |
| --- | --- | --- |
| 1 | 3.64 | -54581.25245 |
| 2 | 2.06 | -47609.23760 |
| 3 | 1.01 | -83887.86907 |
| 4 | 0.31 | -99727.54441 |
| 5 | 1.56 | -8832.03404 |